# 1
Density functional theory data (ωB97M-V/def2-TZVPD) for the molecule C26H26FN5O4.

The geometry in XYZ format:
```
62
Properties=species:S:1:pos:R:3:forces:R:3
O -2.386835 -0.602799 1.363147 0.0 -0.1 0.5
C -2.242427 -0.389276 0.176327 0.1 -0.1 -0.6
N -2.913942 0.560160 -0.499177 -0.2 0.3 -0.2
H -2.697453 0.724524 -1.474170 0.1 -0.1 0.1
C -3.925421 1.391898 0.126553 -0.1 0.0 -0.1
C -5.278127 1.123553 -0.445418 -0.1 -0.7 0.6
C -6.156023 0.098388 -0.246731 0.5 0.5 0.0
C -7.260865 0.354192 -1.094529 0.0 0.4 -0.4
C -6.970038 1.512113 -1.745296 -0.7 -0.6 0.0
O -5.772354 1.983398 -1.362953 0.4 0.4 0.0
H -7.512186 2.082192 -2.473121 0.0 0.1 -0.1
H -8.144260 -0.241040 -1.199446 -0.2 -0.1 -0.1
H -6.029518 -0.727605 0.422282 0.1 -0.2 0.2
H -3.910011 1.147336 1.192300 0.0 0.1 -0.2
H -3.676613 2.447244 -0.020212 0.0 -0.1 0.1
C -1.192873 -1.083066 -0.708778 -0.1 -0.1 -0.2
C -0.809931 -2.491812 -0.320731 -0.1 0.0 0.0
C -1.631009 -3.288501 0.465616 0.1 0.0 -0.1
C -1.265112 -4.589131 0.768355 0.2 -0.2 -0.1
C -0.074812 -5.082385 0.269844 -0.1 0.1 0.0
C 0.754642 -4.314536 -0.527869 0.0 -0.2 0.1
C 0.378166 -3.018726 -0.823942 -0.2 0.0 0.1
H 1.012962 -2.413708 -1.455040 0.1 0.1 0.0
H 1.673356 -4.728255 -0.911293 0.1 -0.1 0.0
F 0.285688 -6.349588 0.566088 0.0 0.1 0.0
H -1.892111 -5.216465 1.381680 0.0 -0.1 0.1
H -2.554031 -2.895276 0.858099 -0.1 0.0 0.1
N -0.018731 -0.208438 -0.720139 -0.2 -0.3 -0.1
C 0.096459 0.650680 -1.756048 0.2 0.0 0.0
O -0.784655 0.786280 -2.587515 0.0 0.2 -0.3
C 1.396179 1.440345 -1.860789 -0.4 0.3 -0.4
N 2.543888 0.583595 -1.785206 0.9 0.1 0.4
C 3.769044 0.856240 -1.258105 0.4 -0.8 -0.1
C 4.335593 1.968012 -0.645765 0.0 0.2 0.1
C 5.637931 1.834929 -0.223859 -0.1 0.1 0.0
C 6.362039 0.645521 -0.403276 0.2 -0.2 0.0
C 5.810373 -0.459261 -1.005393 -0.1 0.0 0.0
C 4.488129 -0.351929 -1.437810 -0.4 1.2 0.3
N 3.649237 -1.238880 -2.043046 0.4 -0.7 -0.1
N 2.528696 -0.677547 -2.237287 -0.9 -0.1 -0.5
H 6.360207 -1.375489 -1.144399 0.1 -0.1 0.0
H 7.382652 0.606706 -0.052844 0.1 0.0 0.0
H 6.124338 2.669062 0.259749 0.0 0.1 0.0
H 3.777017 2.879572 -0.503662 0.0 0.1 0.0
H 1.449087 2.168322 -1.046394 0.1 -0.1 -0.1
H 1.373870 1.965624 -2.822720 -0.1 -0.1 0.2
C 0.727826 -0.136595 0.518238 0.1 0.5 0.4
H 1.803274 -0.201125 0.343288 0.0 -0.1 0.1
H 0.429351 -1.004491 1.107783 0.1 0.1 -0.1
C 0.436566 1.136945 1.337547 -0.3 -0.5 0.1
C 0.472278 0.875986 2.848809 0.1 0.3 -0.2
H -0.515365 0.633514 3.230959 0.0 -0.1 0.0
C 1.050535 2.176165 3.398778 0.1 0.0 -0.2
H 1.539042 2.054630 4.361869 0.0 0.0 0.1
C 2.030707 2.545072 2.289443 0.2 0.1 0.3
H 2.244585 3.613758 2.227100 0.0 -0.1 0.0
H 2.976810 1.996979 2.405133 -0.1 0.1 0.0
O 1.401549 2.157179 1.078632 0.0 0.1 -0.2
H 0.273783 2.936708 3.482021 0.0 0.0 0.0
H 1.148946 0.047554 3.063904 0.0 -0.1 0.0
H -0.543839 1.534041 1.040136 0.1 -0.1 0.0
H -1.566242 -1.102512 -1.740721 0.1 0.1 0.3
```
Forces are in eV/Å.

For the maximum force, the calculation gives 1.32 eV/Å. The SMILES is O=C(NCc1ccco1)[C@H](c1ccc(F)cc1)N(C[C@H]1CCCO1)C(=O)Cn1nnc2ccccc21. Its total energy is -45741.5923 eV. The total charge is 0. The orbital gap is 9.2 eV. The LUMO energy comes out at 0.478 eV.



# 2
Density functional theory data (ωB97M-V/def2-TZVPD) for a structure of composition C26H26GeN6OSn.

The geometry in XYZ format:
```
61
Properties=species:S:1:pos:R:3:forces:R:3
Sn -1.769270 -1.542938 1.096987 0.0 0.0 0.1
N 1.187100 1.012079 2.239930 0.0 0.0 -0.1
C 2.555365 1.093478 2.075997 0.0 0.0 0.0
C 3.024304 -0.147901 2.350155 0.0 0.0 0.0
N 1.980600 -0.988124 2.674975 0.0 -0.1 0.0
C 0.880848 -0.266252 2.589455 0.0 0.0 0.1
C -1.448627 0.295166 3.251047 0.0 0.0 0.0
N -2.548407 0.512708 2.560189 0.0 0.0 0.0
C -3.224109 1.530594 3.189839 0.0 0.0 0.0
C -2.513958 1.942559 4.275581 0.0 0.0 0.0
N -1.387493 1.151783 4.303776 0.0 0.0 0.0
H 0.526167 1.736057 2.007288 0.0 0.0 0.0
H 3.041774 2.002754 1.771974 0.0 0.0 0.0
H 4.043024 -0.496291 2.325474 0.0 0.0 0.0
H -4.164622 1.904446 2.823136 0.0 0.0 0.0
H -2.702643 2.704029 5.011199 0.0 0.0 0.0
H -0.646789 1.183850 4.982758 0.0 0.0 0.0
C -0.483212 -0.757967 2.857611 0.0 0.0 -0.1
Ge -0.607906 0.058821 -0.773165 0.0 -0.1 0.0
C 1.271662 -0.432637 -1.149606 0.0 0.0 0.0
C 1.619110 -1.770450 -1.358168 0.0 0.0 0.0
C 2.931052 -2.145592 -1.609267 0.0 0.0 0.0
C 3.934310 -1.186855 -1.654813 0.0 0.0 0.0
C 3.611128 0.144325 -1.445725 0.0 0.0 0.0
C 2.295367 0.511832 -1.192916 0.0 0.0 0.0
C -0.601015 2.035064 -0.681333 0.0 0.0 0.0
C -0.005986 2.747768 -1.726022 0.0 0.0 0.0
C 0.026383 4.134929 -1.726540 0.0 0.0 0.0
C -0.546791 4.846420 -0.680104 0.0 0.0 0.0
C -1.158760 4.160026 0.356818 0.0 0.0 0.0
C -1.185980 2.768822 0.349858 0.0 0.0 0.0
C -1.642617 -0.294529 -2.423722 0.0 0.0 0.0
C -2.515995 0.658583 -2.947052 0.0 0.0 0.0
C -3.293591 0.386496 -4.065982 0.0 0.0 0.0
C -3.214751 -0.851871 -4.684755 0.0 0.0 0.0
C -2.359328 -1.817275 -4.172526 0.0 0.0 0.0
C -1.588862 -1.539858 -3.052185 0.0 0.0 0.0
H -0.425719 -1.547586 3.607792 0.0 0.0 0.0
H 0.861680 -2.540125 -1.300994 0.0 0.0 0.0
H 3.171392 -3.190357 -1.768283 0.0 0.0 0.0
H 4.959273 -1.476582 -1.850398 0.0 0.0 0.0
H 4.384809 0.902305 -1.476551 0.0 0.0 0.0
H 2.070133 1.559522 -1.029322 0.0 -0.1 0.0
H 0.440850 2.209446 -2.555534 0.0 0.0 0.0
H 0.497423 4.662330 -2.546922 0.0 0.0 0.0
H -0.524660 5.928838 -0.680398 0.0 0.0 0.0
H -1.628709 4.703605 1.167777 0.0 0.0 0.0
H -1.706299 2.252017 1.148043 0.1 0.0 0.0
H -2.591287 1.634330 -2.480331 0.0 0.0 0.0
H -3.961698 1.145392 -4.454789 0.0 0.0 0.0
H -3.818552 -1.065831 -5.557619 0.0 0.0 0.0
H -2.293877 -2.789806 -4.645107 0.0 0.0 0.0
H -0.935253 -2.313632 -2.667932 0.0 0.0 0.0
N 1.672804 -3.753775 1.878820 0.0 0.1 0.1
C 0.677270 -4.087416 1.051240 -0.1 0.0 -0.1
N 0.600814 -5.397997 0.663394 0.0 0.0 0.0
O -0.173491 -3.287971 0.628116 0.0 0.1 0.1
H 2.263036 -4.465574 2.269216 0.0 0.0 0.0
H 1.798478 -2.777701 2.188872 -0.1 0.0 0.0
H 1.406901 -5.993372 0.725591 0.0 0.0 0.0
H -0.062772 -5.594079 -0.064870 0.0 0.0 0.0
```
Forces are in eV/Å.

For the maximum force, the calculation gives 0.13 eV/Å. Its total energy is -100721.2184 eV. The total charge is 0. The orbital gap is 7.4 eV. The LUMO energy comes out at 0.602 eV.



# 3
Density functional theory data (ωB97M-V/def2-TZVPD) for the ion C26H26N2O3P with charge -1.

The geometry in XYZ format:
```
58
Properties=species:S:1:pos:R:3:forces:R:3
C 0.771000 5.119159 0.106071 -0.1 -0.4 -0.1
C 1.887395 4.337073 -0.220532 -0.1 0.0 0.1
C 1.729455 3.067384 -0.787730 -0.2 0.2 0.0
C 0.445494 2.567911 -1.064362 0.0 0.4 0.4
P 0.133664 1.009184 -1.967787 -2.1 0.1 0.0
C 1.532258 1.060956 -3.143000 1.0 -0.6 -0.2
C 2.727635 0.308419 -3.050054 0.0 0.2 -0.3
C 3.771223 0.540373 -3.972091 -0.3 0.2 -0.3
C 3.604864 1.499754 -4.988732 -0.1 -0.1 0.1
C 2.416578 2.240312 -5.097810 0.0 -0.4 0.3
C 1.394632 2.011401 -4.178029 -0.1 -0.2 0.4
C 0.107212 -0.324226 -0.707313 1.0 -0.9 0.7
C 0.694393 -1.558209 -1.231079 1.2 -2.6 0.0
N 1.118797 -2.609925 -1.553651 -1.1 2.9 0.6
O -1.202293 1.028275 -2.652050 1.0 0.4 0.0
C -0.668760 3.335067 -0.694425 0.1 0.1 -0.1
C -0.508811 4.601874 -0.124443 0.2 0.0 0.1
H 0.894636 6.113848 0.549828 0.0 -0.4 -0.2
H 2.891746 4.725727 -0.018492 -0.4 -0.2 -0.1
H 2.615019 2.477253 -1.039065 -0.3 0.2 0.0
H 2.858061 -0.481881 -2.295717 -0.2 0.5 -0.3
H 4.713654 -0.038090 -3.931068 -0.7 0.4 0.1
H 4.392059 1.669506 -5.729844 -0.2 -0.1 0.3
H 2.257546 2.973816 -5.899987 0.2 -0.4 0.4
H 0.455864 2.566076 -4.238341 0.2 -0.1 0.0
H 0.557942 0.068057 0.218685 1.2 -0.4 -0.5
H -1.667829 2.943326 -0.889938 0.3 0.1 0.0
H -1.389881 5.190025 0.147427 0.3 -0.2 -0.1
C -0.422161 -1.377921 5.381925 -0.4 0.4 -0.1
C 0.297013 -2.328103 4.428850 0.0 0.1 0.2
C 1.747293 -1.889965 4.261499 0.2 0.3 -0.5
C 0.298883 -3.718048 5.055380 -0.1 -0.4 -0.3
O -0.385381 -2.434997 3.136133 0.6 0.6 1.1
C -0.470198 -1.303912 2.322915 -1.1 -0.4 -2.3
N -1.123218 -1.641735 1.182406 1.9 -0.9 1.9
C -1.236823 -0.715973 0.182772 -2.5 2.5 -1.6
C -2.418389 -1.203855 -0.711225 -0.2 -0.3 1.4
C -3.508143 -0.378459 -1.019754 0.5 -0.4 -0.5
C -4.610905 -0.910893 -1.693695 0.2 -0.3 -0.2
C -4.646565 -2.262909 -2.059951 0.4 -0.1 0.7
C -3.631662 -3.125103 -1.604367 0.3 0.7 0.0
C -2.552951 -2.599714 -0.870653 0.0 -0.1 -1.0
O -0.022149 -0.187185 2.606279 0.4 -0.1 0.6
H -1.461811 -1.713250 5.531481 0.4 0.0 0.1
H 0.119651 -1.340165 6.349555 -0.4 0.0 -0.5
H -0.465043 -0.374157 4.937226 0.1 -0.3 0.2
H 2.218244 -2.566041 3.536101 0.1 0.1 0.2
H 1.744648 -0.885994 3.822165 0.2 -0.2 0.2
H 2.301272 -1.899482 5.221985 -0.3 -0.1 -0.5
H 0.774521 -4.438179 4.384011 0.0 0.1 0.0
H 0.883431 -3.713304 5.990572 -0.3 0.1 -0.3
H -0.719028 -4.076371 5.251774 0.2 0.1 0.0
H -1.438397 0.361407 0.518820 -0.3 -1.1 -0.1
H -3.461498 0.689344 -0.790647 0.0 -0.3 -0.1
H -5.431261 -0.258760 -1.978421 0.0 0.0 0.0
H -5.492552 -2.668925 -2.607363 0.1 0.1 0.0
H -3.635951 -4.194389 -1.837962 -0.2 0.4 0.1
H -1.784429 -3.285410 -0.474289 -0.4 0.7 -0.2
```
Forces are in eV/Å.

For the maximum force, the calculation gives 3.90 eV/Å. The SMILES is CC(C)(C)O/C([O-])=N/[C@H](c1ccccc1)[C@@H](C#N)P(=O)(c1ccccc1)c1ccccc1. Its total energy is -45797.2000 eV. The total charge is -1. The orbital gap is 7.1 eV. The LUMO energy comes out at 2.668 eV.



# 4
Density functional theory data (ωB97M-V/def2-TZVPD) for a structure of composition C26H26N4O2.

The geometry in XYZ format:
```
58
Properties=species:S:1:pos:R:3:forces:R:3
C 4.569927 1.151387 -2.266685 -2.9 1.6 0.3
C 4.196107 0.350669 -1.065870 3.5 0.4 2.4
C 2.893232 0.124077 -0.533440 1.7 6.7 -9.4
C 2.764950 -0.460529 0.573080 -2.5 -2.6 4.5
C 3.853193 -0.990462 1.104031 3.4 -1.7 5.0
C 5.231381 -0.781338 0.844685 -0.2 -0.2 -1.0
C 5.487104 0.005376 -0.295416 -5.0 -2.2 -0.3
H 6.428128 -0.199133 -0.758061 0.6 1.1 -0.5
C 6.373243 -1.561682 1.582423 -2.7 5.5 3.8
H 6.544272 -2.418927 1.164418 1.2 -4.9 -2.7
H 7.252590 -0.962151 1.726542 0.6 0.4 -0.8
H 6.163460 -1.763922 2.675153 -0.5 0.1 -1.1
H 3.657058 -1.468605 2.059786 0.1 -0.4 0.1
N 1.473234 -0.615627 1.186582 2.5 0.5 -1.8
C 0.757625 -1.801024 0.986634 -4.0 6.4 4.9
C -0.430850 -1.305743 1.672775 -2.2 -2.5 -1.5
C -0.500635 0.115619 1.877068 1.8 -2.5 1.0
C 0.806945 0.542162 1.658373 -6.6 -13.9 -2.4
C 1.252002 1.674888 1.885295 12.4 11.8 2.1
H 1.813652 2.238717 1.049211 -0.5 -1.1 0.6
H 0.634581 2.411952 2.137780 -3.1 2.4 1.5
H 2.269935 1.794106 2.779000 -2.9 -0.6 -2.2
H -1.228247 0.488129 2.582864 0.0 0.7 -0.4
C -1.524673 -2.279803 1.906263 -2.7 -4.5 -2.2
N -2.841713 -2.483600 1.587288 2.7 5.5 1.0
N -3.390667 -0.982639 1.315434 -0.3 -2.2 -0.7
C -4.592205 -0.613653 0.788254 -2.7 -9.2 5.8
O -5.537409 -1.666177 1.068028 3.6 6.6 -2.8
C -4.709067 0.798733 0.449299 -7.6 -0.1 -2.7
O -3.640133 1.427996 0.019532 3.7 -0.9 -2.5
C -2.903721 0.727382 -0.992975 3.7 3.9 -0.1
C -3.212724 -0.327519 -1.897057 -9.4 3.8 10.1
C -2.448433 -0.721538 -2.784152 9.0 -3.2 -10.2
C -1.212885 -0.010402 -3.224933 -2.8 0.0 3.4
C -0.808030 1.094195 -2.419109 -10.5 -6.5 3.1
C 0.301654 1.645186 -2.457776 10.3 -1.1 -9.4
C 0.634849 2.719018 -1.976024 4.7 14.6 11.0
C -0.223156 3.390999 -0.630794 -2.5 -10.7 -8.1
N -1.313567 2.562632 -0.522038 2.5 5.9 4.4
C -1.552236 1.495420 -1.155285 -3.7 -5.2 -5.2
H -0.084472 4.237268 -0.147356 0.6 3.8 2.2
H 1.697519 3.537834 -1.810229 -2.7 -3.4 -1.9
H 1.088939 1.484166 -3.445447 -2.0 -0.6 2.4
H -0.548575 -0.320314 -3.997118 0.1 -0.5 -0.5
H -2.624381 -1.669880 -3.395499 -0.2 1.5 0.9
H -4.315052 -0.751828 -1.652002 2.8 0.4 -0.9
H -5.611178 0.769777 -0.461448 2.1 -0.1 1.9
H -5.323053 1.436668 1.126678 1.0 -0.8 0.2
H -2.659803 -0.345681 1.174448 1.4 0.8 -0.2
H -1.184590 -3.409256 2.036433 -0.2 2.4 0.1
C 1.233822 -3.048443 0.490701 -1.9 -0.1 -2.3
H 0.525594 -3.853221 0.642233 0.1 -0.2 0.7
H 1.224524 -2.971905 -0.613003 0.8 -0.1 0.3
H 2.152331 -3.129210 0.937744 2.5 -1.3 0.5
H 2.102003 0.743413 -1.097642 0.9 -1.6 1.0
H 5.328042 0.661589 -2.705810 2.7 -2.1 -1.9
H 3.739870 1.187723 -3.006436 0.5 0.6 0.5
H 5.078788 2.120753 -2.053612 -1.1 -0.3 0.1
```
Forces are in eV/Å.

For the maximum force, the calculation gives 18.92 eV/Å. Its total energy is -37420.2150 eV. The total charge is 0. The orbital gap is 7.3 eV. The LUMO energy comes out at -0.573 eV.